Formula: C10H16N4O4
Source: the Open Molecules 2025 dataset
Level of theory: ωB97M-V/def2-TZVPD

Total energy in eV: -24776.662
Frontier orbital gap in eV: 9.218
LUMO level in eV: 0.44

The geometry in ORCA input format:
```
! wB97M-V def2-TZVPD RIJCOSX def2/J DEFGRID3
* xyz 0 1
C -0.989 -0.062 0.122
H 4.668 -0.233 0.229
H -2.106 -0.481 2.512
N -0.133 0.417 1.009
C 1.011 1.208 0.646
O 1.354 3.644 0.770
C 2.525 -0.518 -0.477
H 0.149 -0.316 1.628
H -3.218 1.053 0.406
N -1.851 -1.351 1.821
O -1.288 0.453 -0.960
C -1.932 -1.254 0.451
H 4.548 -2.651 0.559
H -3.937 -2.068 0.238
O 0.035 3.058 -1.000
N 1.698 -1.585 -0.508
H -0.498 2.199 -1.021
C 1.791 0.761 -0.570
H -2.138 -2.347 2.113
H -1.587 -2.254 -0.012
O -3.406 -1.172 -1.564
H 2.451 1.588 -0.991
H -3.115 -0.368 -1.994
C 3.796 -0.786 -0.131
H 1.165 0.571 -1.404
C -3.463 -1.072 -0.122
H -5.003 0.395 -0.699
N 3.830 -2.148 0.009
H 2.219 -3.603 -0.453
C 0.704 2.785 0.252
C 2.531 -2.601 -0.153
H 1.732 1.232 1.594
C -4.135 0.225 0.255
H -4.733 -0.027 1.385
*
```

---

Formula: C10H16N5O2PS2
Source: the Open Molecules 2025 dataset
Level of theory: ωB97M-V/def2-TZVPD

Total energy in eV: -53129.600
Frontier orbital gap in eV: 7.538
LUMO level in eV: -1.28

The geometry in ORCA input format:
```
! wB97M-V def2-TZVPD RIJCOSX def2/J DEFGRID3
* xyz 0 1
H -0.844 -2.560 -1.077
C 4.871 -0.668 -1.504
H -6.263 4.949 0.304
N -2.833 1.697 0.250
H 5.302 0.682 1.487
N 3.181 -1.698 0.138
P -5.772 4.127 1.368
C -1.045 -2.223 -0.033
C 1.830 -1.554 -0.302
H -2.009 -0.608 1.109
H 2.994 0.300 0.853
S 0.580 -2.249 0.849
C 5.106 -0.178 0.803
H -1.728 -2.904 0.527
H 5.820 -1.023 0.961
H -3.520 -1.386 -0.822
N -3.481 2.722 0.752
H 5.866 -1.034 -1.895
C 4.129 -1.941 -0.958
O 5.165 0.334 -0.526
N -4.961 0.735 -0.547
H -6.837 3.616 2.178
H 4.374 -0.202 -2.393
H 3.414 -0.910 2.116
C 3.610 -0.619 1.056
S 1.308 -0.864 -1.719
C -2.842 -0.502 -0.911
N -5.607 1.762 -0.044
H -0.837 -0.008 -0.152
C -3.614 0.756 -0.352
O -4.866 4.978 2.242
C -4.827 2.675 0.589
H -2.530 -0.314 -1.962
H 3.620 -2.412 -1.838
H 4.871 -2.708 -0.614
C -1.626 -0.765 0.068
*
```

---

Formula: C10H16N5SV
Source: the Open Molecules 2025 dataset
Level of theory: ωB97M-V/def2-TZVPD

Total energy in eV: -54588.003
Expectation value of S²: 2.036
Frontier orbital gap (alpha / beta) in eV: 6.488 / 6.660
LUMO level (alpha / beta) in eV: -8.48 / -8.34

The geometry in ORCA input format:
```
! wB97M-V def2-TZVPD RIJCOSX def2/J DEFGRID3
* xyz 2 3
N -1.157 0.845 -0.431
C 1.047 0.796 0.052
H 0.244 2.728 -0.281
C -3.665 2.146 -0.994
N -0.407 -3.983 -0.622
H -0.446 -4.569 0.221
H 0.293 -4.411 -1.240
C 2.119 -0.111 0.375
C 1.157 2.271 0.092
H 3.706 1.247 0.899
H -3.850 2.883 1.033
H 2.005 2.612 -0.504
H 1.324 2.618 1.115
N -0.068 0.147 -0.222
N -3.458 0.741 -0.659
C 2.569 -2.387 0.551
S -2.151 -1.578 -0.285
H -4.722 2.262 -1.228
H -2.215 2.983 0.365
C 3.417 0.214 0.783
H -4.282 0.161 -0.573
C 3.873 -2.139 0.939
H -3.466 4.114 -0.161
H 2.204 -3.411 0.454
C 4.299 -0.815 1.061
H 5.309 -0.600 1.380
N 1.715 -1.399 0.279
H -1.309 -4.125 -1.087
H 4.537 -2.962 1.150
H -3.075 2.375 -1.885
C -2.284 0.191 -0.469
C -3.272 3.087 0.137
V 0.008 -1.931 -0.243
*
```

---

Formula: C10H16N6
Source: the Open Molecules 2025 dataset
Level of theory: ωB97M-V/def2-TZVPD

Total energy in eV: -19565.210
Frontier orbital gap in eV: 8.805
LUMO level in eV: 0.64

The geometry in ORCA input format:
```
! wB97M-V def2-TZVPD RIJCOSX def2/J DEFGRID3
* xyz 0 1
C -3.524 0.646 -1.048
C 2.605 0.379 -0.708
H 3.716 0.536 1.193
H -4.743 -1.021 1.397
H 1.800 1.053 -1.257
C -1.660 -1.268 1.492
H 3.551 0.362 -1.343
H 2.746 2.965 -0.049
H -0.681 1.326 -1.376
C -2.324 0.261 -0.457
H 4.486 2.378 0.017
N 0.794 -2.808 -0.455
N 2.048 -2.996 0.174
N -2.617 -0.451 0.660
H 1.989 1.225 1.314
H -5.615 0.398 -0.301
C 0.864 -1.526 -0.897
N 2.765 -2.045 0.043
C -0.895 0.387 -0.758
H -3.381 1.205 -2.066
H 3.658 2.948 1.497
H -2.138 -1.296 2.592
H -0.318 0.430 0.201
C -4.593 0.271 -0.318
H -1.360 -2.254 0.909
N 2.075 -1.014 -0.541
N -0.287 -0.847 -1.292
C 3.545 2.407 0.439
H -0.951 -1.335 -1.792
H -0.525 -0.837 1.318
C -3.983 -0.462 0.733
C 2.951 0.981 0.679
*
```

---

Formula: C10H16NOP
Source: the Open Molecules 2025 dataset
Level of theory: ωB97M-V/def2-TZVPD

Total energy in eV: -23448.610
Frontier orbital gap (alpha / beta) in eV: 7.429 / 6.540
LUMO level (alpha / beta) in eV: -0.38 / -0.78

The geometry in ORCA input format:
```
! wB97M-V def2-TZVPD RIJCOSX def2/J DEFGRID3
* xyz 0 1
H 4.221 -1.474 -0.992
H -3.770 2.749 0.630
C 0.887 -2.433 0.214
C 3.184 3.171 -0.165
H -3.223 0.484 -2.201
C 2.477 0.923 -0.059
H -2.792 -0.180 2.430
H -0.032 -2.456 0.726
C 2.604 -0.458 -0.041
H -3.904 2.136 -0.962
H -4.420 -0.521 -1.456
H 2.215 3.749 -0.196
C -3.342 -0.338 -1.555
H -4.162 -0.813 1.573
H 4.507 -0.704 0.796
H 4.105 3.741 -0.315
H -2.406 -1.420 1.383
H 3.570 -2.214 0.280
C 0.437 0.124 -0.230
C -3.122 -0.625 1.553
P -2.749 0.556 0.114
C 3.864 -1.250 -0.005
N 3.350 1.954 0.078
H -2.662 -1.114 -1.717
C 1.248 -0.938 0.054
O 1.126 1.289 -0.127
H 1.603 -2.943 0.889
C -3.815 1.939 0.050
H 1.004 -2.933 -0.748
*
```

---

Formula: C10H16NS
Source: the Open Molecules 2025 dataset
Level of theory: ωB97M-V/def2-TZVPD

Total energy in eV: -22945.716
Frontier orbital gap in eV: 6.635
LUMO level in eV: -3.94

The geometry in ORCA input format:
```
! wB97M-V def2-TZVPD RIJCOSX def2/J DEFGRID3
* xyz 1 1
H 3.218 -3.960 -0.257
C 3.157 -1.815 -0.646
H -0.187 -0.513 1.457
H 4.195 -1.652 -0.610
H -0.526 3.311 0.596
C 2.480 0.379 -1.537
H -0.396 0.102 -1.889
C -0.976 1.244 0.677
C 2.174 -0.873 -1.133
H -3.768 -0.627 0.992
S 1.004 -3.220 -0.648
H -1.121 2.637 -0.875
C 2.685 -3.077 -0.470
H 0.553 2.086 -0.584
H 1.738 0.984 -2.112
H 0.863 0.825 1.631
H -2.942 1.292 -0.144
C -0.258 -0.864 -1.446
H 3.520 0.783 -1.355
C -0.432 2.414 -0.113
H -2.136 -1.142 1.327
H -1.269 -1.252 -1.419
H -0.441 0.477 2.718
C 0.896 -1.495 -1.216
H -2.996 0.169 2.365
C -0.147 0.574 1.689
C -2.753 -0.226 1.379
N -2.204 0.820 0.568
*
```

---

Formula: C10H16NS2
Source: the Open Molecules 2025 dataset
Level of theory: ωB97M-V/def2-TZVPD

Total energy in eV: -33782.726
Frontier orbital gap in eV: 4.340
LUMO level in eV: -5.77

The geometry in ORCA input format:
```
! wB97M-V def2-TZVPD RIJCOSX def2/J DEFGRID3
* xyz 1 1
H -2.357 -1.792 1.523
H -1.905 -3.265 2.408
C 1.884 -1.846 2.403
C -1.248 1.275 -3.876
C -0.399 -1.768 2.400
H 3.826 -1.845 3.294
N 1.477 -0.534 2.407
S -0.849 0.250 -2.431
C 0.100 -0.461 2.393
C -0.489 2.591 -3.899
H -0.953 0.869 -0.158
H -2.128 3.581 -2.860
C -1.033 3.513 -2.823
H 3.826 -1.844 1.516
C 3.304 -2.221 2.404
S -0.587 2.986 -1.141
H -0.596 4.515 -2.922
H -0.966 0.657 -4.738
C -0.848 1.327 -1.143
H -2.334 1.432 -3.871
H -0.436 0.478 2.423
H 0.723 -3.724 2.397
H -0.625 3.064 -4.877
H 3.366 -3.311 2.403
H 2.105 0.262 2.415
H 0.580 2.415 -3.744
C 0.737 -2.640 2.399
C -1.822 -2.171 2.407
H -2.353 -1.793 3.294
*
```

---

Formula: C10H16O
Source: the Open Molecules 2025 dataset
Level of theory: ωB97M-V/def2-TZVPD

Total energy in eV: -12675.820
Frontier orbital gap in eV: 9.133
LUMO level in eV: 0.87

The geometry in ORCA input format:
```
! wB97M-V def2-TZVPD RIJCOSX def2/J DEFGRID3
* xyz 0 1
H -0.230 -2.200 -1.274
H -3.071 1.338 1.659
H -2.514 -0.279 0.113
C -1.210 -4.217 -1.290
C -0.662 0.752 -0.028
H -3.570 2.250 0.076
C 1.334 0.063 1.122
H -0.329 1.847 -1.804
H -1.338 -2.548 0.006
C -2.138 0.719 -0.220
H 0.254 -3.296 0.068
H 1.845 -0.618 1.811
O 3.258 1.326 0.939
C -0.014 -0.030 0.968
H -0.428 -4.862 -1.735
H 3.818 1.905 0.406
H -2.491 0.500 -1.252
C 0.141 1.429 -0.922
H -1.998 2.501 0.903
H -0.610 -0.624 1.659
H -1.942 -3.996 -2.143
C 2.090 0.955 0.361
C 1.533 1.570 -0.734
C -0.520 -3.034 -0.641
H 2.078 2.340 -1.333
C -2.772 1.777 0.677
H -1.632 -4.885 -0.530
*
```

---

Formula: C10H16O
Source: the Open Molecules 2025 dataset
Level of theory: ωB97M-V/def2-TZVPD

Total energy in eV: -12676.140
Frontier orbital gap in eV: 9.293
LUMO level in eV: 0.86

The geometry in ORCA input format:
```
! wB97M-V def2-TZVPD RIJCOSX def2/J DEFGRID3
* xyz 0 1
C 0.100 3.860 -0.899
C 0.691 -1.315 -0.660
H -0.765 4.498 -1.092
H 2.094 3.909 -0.143
H 1.229 5.423 0.024
H -2.492 -0.491 -0.762
H -1.139 0.289 -1.028
H -1.958 -2.697 0.927
C 1.113 4.334 0.077
C -0.565 -1.462 -0.056
C -0.031 -3.674 0.680
H -2.430 1.247 1.041
C -0.966 -2.668 0.492
H 0.446 3.681 -1.925
H 0.892 4.093 1.116
H 2.662 -2.191 -0.797
H -0.354 2.915 -0.581
H 0.759 -0.444 -1.293
C -1.564 -0.301 -0.200
H -0.234 -4.611 1.175
C 1.636 -2.344 -0.484
H -0.959 0.766 1.648
H 2.702 -4.621 -0.500
O 1.998 -4.683 0.174
C -1.826 0.335 1.123
H -2.264 -0.306 1.888
C 1.223 -3.545 0.055
*
```

---

Formula: C10H16O
Source: the Open Molecules 2025 dataset
Level of theory: ωB97M-V/def2-TZVPD

Total energy in eV: -12676.735
Frontier orbital gap in eV: 9.391
LUMO level in eV: 0.89

The geometry in ORCA input format:
```
! wB97M-V def2-TZVPD RIJCOSX def2/J DEFGRID3
* xyz 0 1
O -4.075 1.855 -0.021
C 1.295 -4.268 -0.450
C 0.234 -3.489 0.352
H 1.633 -3.683 -1.298
H 0.231 -2.438 0.102
H 0.354 -3.710 1.411
H -0.243 -0.365 0.560
H -0.770 -3.852 0.138
C -2.691 1.842 0.004
H 2.209 -4.426 0.127
H 2.016 0.638 1.566
C -1.935 2.911 -0.434
H 3.426 1.168 0.644
H -4.389 2.445 -0.738
C -0.702 0.570 0.255
C 0.082 1.613 -0.219
C -2.072 0.661 0.394
C -0.548 2.814 -0.497
H -2.656 -0.175 0.754
H 0.920 -5.244 -0.693
H 1.974 2.112 -1.112
H 1.683 0.426 -0.968
H 0.019 3.664 -0.847
H -2.348 3.848 -0.790
C 2.373 1.369 0.856
H 2.422 2.345 1.334
C 1.557 1.369 -0.428
*
```

---

Formula: C10H16O
Source: the Open Molecules 2025 dataset
Level of theory: ωB97M-V/def2-TZVPD

Total energy in eV: -12674.831
Frontier orbital gap in eV: 9.404
LUMO level in eV: 0.87

The geometry in ORCA input format:
```
! wB97M-V def2-TZVPD RIJCOSX def2/J DEFGRID3
* xyz 0 1
H -1.183 3.299 -1.799
C 0.482 -1.709 2.781
C 1.069 -0.738 -1.948
C -0.130 -1.417 -2.178
H 1.416 -2.192 2.150
H 1.984 -1.307 -2.108
C -0.261 1.326 -1.626
C 0.623 0.799 2.852
H -2.230 -1.360 -2.301
H 0.587 3.198 -1.304
H -1.051 -0.362 2.065
H -0.004 1.644 2.447
H 0.628 0.587 3.825
H 0.439 -0.438 1.046
H -0.881 -3.209 -2.422
H 0.731 -1.547 3.835
H 1.503 0.937 2.461
C -1.390 -0.821 -2.136
O 0.007 -2.824 -2.610
C 0.964 0.692 -1.702
H 1.910 1.225 -1.496
C 0.054 -0.489 2.165
C -0.385 2.724 -1.208
H -2.397 1.068 -1.757
C -1.497 0.531 -1.865
H -0.571 2.774 -0.101
H -0.416 -2.389 2.934
*
```

---

Formula: C10H16O
Source: the Open Molecules 2025 dataset
Level of theory: ωB97M-V/def2-TZVPD

Total energy in eV: -12676.074
Frontier orbital gap in eV: 9.202
LUMO level in eV: 0.88

The geometry in ORCA input format:
```
! wB97M-V def2-TZVPD RIJCOSX def2/J DEFGRID3
* xyz 0 1
H 1.987 -2.193 -2.433
H -0.075 -3.148 1.989
H 0.220 3.284 1.613
H -1.776 -1.402 2.778
H -2.600 2.847 1.180
H -0.164 4.032 0.140
H 3.705 -2.459 -3.910
H 1.325 -0.823 -3.004
C -0.272 -1.385 1.153
C -0.623 3.693 1.069
H -2.250 0.960 2.567
H 3.446 -0.984 -4.794
H 0.666 -1.274 -0.661
H 2.223 -2.086 -4.992
H -0.062 1.133 -1.067
C -1.690 2.610 0.632
C -1.182 -0.868 2.046
C 0.167 -0.639 0.052
C -1.554 0.476 1.908
C 2.926 -1.769 -4.224
C -1.117 1.231 0.825
H 3.003 -0.709 -2.305
C -0.286 0.647 -0.124
C 2.322 -1.262 -2.904
H -1.913 2.808 -0.416
H -1.189 4.536 1.453
O 0.063 -2.712 1.140
*
```

---

Copy entry 9 word for word.
Formula: C10H16O
Source: the Open Molecules 2025 dataset
Level of theory: ωB97M-V/def2-TZVPD

Total energy in eV: -12676.140
Frontier orbital gap in eV: 9.293
LUMO level in eV: 0.86

The geometry in ORCA input format:
```
! wB97M-V def2-TZVPD RIJCOSX def2/J DEFGRID3
* xyz 0 1
C 0.100 3.860 -0.899
C 0.691 -1.315 -0.660
H -0.765 4.498 -1.092
H 2.094 3.909 -0.143
H 1.229 5.423 0.024
H -2.492 -0.491 -0.762
H -1.139 0.289 -1.028
H -1.958 -2.697 0.927
C 1.113 4.334 0.077
C -0.565 -1.462 -0.056
C -0.031 -3.674 0.680
H -2.430 1.247 1.041
C -0.966 -2.668 0.492
H 0.446 3.681 -1.925
H 0.892 4.093 1.116
H 2.662 -2.191 -0.797
H -0.354 2.915 -0.581
H 0.759 -0.444 -1.293
C -1.564 -0.301 -0.200
H -0.234 -4.611 1.175
C 1.636 -2.344 -0.484
H -0.959 0.766 1.648
H 2.702 -4.621 -0.500
O 1.998 -4.683 0.174
C -1.826 0.335 1.123
H -2.264 -0.306 1.888
C 1.223 -3.545 0.055
*
```

---

Q: What is the total energy in the third record?
A: -54588.003 eV

---

Copy entry 11 word for word.
Formula: C10H16O
Source: the Open Molecules 2025 dataset
Level of theory: ωB97M-V/def2-TZVPD

Total energy in eV: -12674.831
Frontier orbital gap in eV: 9.404
LUMO level in eV: 0.87

The geometry in ORCA input format:
```
! wB97M-V def2-TZVPD RIJCOSX def2/J DEFGRID3
* xyz 0 1
H -1.183 3.299 -1.799
C 0.482 -1.709 2.781
C 1.069 -0.738 -1.948
C -0.130 -1.417 -2.178
H 1.416 -2.192 2.150
H 1.984 -1.307 -2.108
C -0.261 1.326 -1.626
C 0.623 0.799 2.852
H -2.230 -1.360 -2.301
H 0.587 3.198 -1.304
H -1.051 -0.362 2.065
H -0.004 1.644 2.447
H 0.628 0.587 3.825
H 0.439 -0.438 1.046
H -0.881 -3.209 -2.422
H 0.731 -1.547 3.835
H 1.503 0.937 2.461
C -1.390 -0.821 -2.136
O 0.007 -2.824 -2.610
C 0.964 0.692 -1.702
H 1.910 1.225 -1.496
C 0.054 -0.489 2.165
C -0.385 2.724 -1.208
H -2.397 1.068 -1.757
C -1.497 0.531 -1.865
H -0.571 2.774 -0.101
H -0.416 -2.389 2.934
*
```